Record 1
C7H11N3O3 | ωB97M-V/def2-TZVPD

ORCA input file:
```
! wB97M-V def2-TZVPD RIJCOSX def2/J DEFGRID3
* xyz 0 1
C 2.80229 1.68445 0.30714
C 3.26305 0.24011 -0.07666
C 5.47611 -1.13030 0.28433
C -3.31169 1.01357 -0.56900
C -2.97022 -0.24848 -1.18656
C -3.60317 -1.29245 -0.86139
C -5.08121 -0.21748 0.66294
H 3.36173 1.91906 1.20731
H 1.74562 1.53320 0.44529
H 2.93331 2.51137 -0.45320
H 4.34223 0.23304 1.68026
H 4.98892 -1.45436 -0.57791
H 6.43141 -0.58912 -0.00947
H 5.86995 -1.96613 0.99214
H -4.48698 1.71659 0.84935
H -2.12689 -0.19486 -1.87534
H -3.42629 -2.25829 -1.38291
H -5.39575 -2.32498 -0.08843
N 4.19648 -0.28317 0.88068
N -4.23371 0.91014 0.45558
N -4.91274 -1.37834 -0.16890
O 2.87623 -0.25214 -1.11627
O -2.74372 2.02446 -0.89220
O -5.99497 -0.19590 1.49321
*
```

Output
HOMO-LUMO gap: 10.1 eV
F_max: 8.3 eV/Å
highest occupied orbital energy: -0.3539 hartree
SMILES: O=c1cc[nH]c(=O)[nH]1.CNC(C)=O
ΔE to the lowest compared entry with this formula, charge and spin: 46.8 kcal per mole

---

Record 2
C20H28I2N3Ti | ωB97M-V/def2-TZVPD

ORCA input file:
```
! wB97M-V def2-TZVPD RIJCOSX def2/J DEFGRID3
* xyz -1 3
Ti 0.29595 0.37884 -1.48334
C -1.88375 -2.39994 2.42624
C -0.65992 -1.57280 2.03365
C -0.79855 -0.11128 2.38102
C -0.69123 0.28644 3.71233
C -0.77990 1.61943 4.06773
C -0.97076 2.57949 3.08289
C -1.07852 2.22336 1.74483
C -1.29567 3.25850 0.66663
C -0.92844 4.68602 1.04758
C -0.99765 0.86282 1.39311
N -1.09557 0.49062 0.03132
C -2.27576 -0.12621 -0.32591
C -2.33686 -0.72415 -1.59646
C -3.32877 -1.42337 -2.29820
C -2.74190 -1.82140 -3.51737
C -1.43754 -1.36015 -3.51907
N -1.17954 -0.68442 -2.36027
H -1.74713 -3.44896 2.15649
H -2.77324 -2.03507 1.91156
H -2.06944 -2.34627 3.50172
H -0.47393 -1.67576 0.96533
H 0.22001 -1.96728 2.55250
H -0.52199 -0.46910 4.47330
H -0.69013 1.91512 5.10622
H -1.02772 3.62356 3.36342
H -2.34252 3.21553 0.34748
H -0.73108 2.97016 -0.22144
H -1.58760 5.09930 1.81439
H -0.99763 5.33334 0.17232
H 0.09552 4.73979 1.42575
H -3.10934 -0.13446 0.36636
H -4.33539 -1.61365 -1.95902
H -3.21354 -2.38111 -4.31122
H -0.67947 -1.44973 -4.28166
I 0.66788 2.46233 -3.22388
C 3.12771 3.39064 -0.41034
I 2.34140 1.89694 0.70305
H 2.45913 3.97530 -1.01904
H 4.19288 3.54543 -0.38730
C 1.85346 -2.92299 -0.51103
C 2.42875 -1.87271 -1.46528
C 2.50138 -2.45417 -2.88219
C 3.83010 -1.46166 -1.00239
N 1.57359 -0.71873 -1.48744
H 2.46253 -3.83256 -0.51304
H 0.83631 -3.17880 -0.81361
H 1.81918 -2.52869 0.50625
H 3.22204 -3.27588 -2.93632
H 2.79892 -1.67541 -3.58619
H 1.51988 -2.82555 -3.18207
H 4.52565 -2.30417 -1.06019
H 3.80140 -1.10566 0.02932
H 4.20680 -0.65084 -1.62849
*
```

Output
HOMO-LUMO gap (alpha / beta): 4.5 / 6.6 eV
F_max: 0.4 eV/Å
highest occupied orbital energy (alpha / beta): -0.0780 / -0.1648 hartree
ΔE to the lowest compared entry with this formula, charge and spin: 13.6 kcal per mole

---

Record 3
C15H53F3N22O14 | ωB97M-V/def2-TZVPD

ORCA input file:
```
! wB97M-V def2-TZVPD RIJCOSX def2/J DEFGRID3
* xyz 0 1
O 9.55896 -5.45528 -7.72291
H 10.51384 -5.41143 -7.90584
H 9.17588 -4.61303 -8.05816
H 9.07548 -6.25868 -8.04463
C 7.63210 -8.01513 -5.81896
O 6.31494 -8.59035 -5.82579
O 7.95298 -7.76615 -7.10174
C 7.82434 -6.83592 -4.78489
F 7.65135 -5.55921 -5.18739
F 7.03721 -7.03634 -3.70606
F 9.07510 -6.94628 -4.28467
C 5.90700 -9.43655 -4.73616
C 4.60533 -8.85138 -4.15103
H 4.12730 -8.14424 -4.83550
H 3.88423 -9.64211 -3.94074
H 4.74194 -8.21697 -3.27286
H 6.64120 -9.54300 -3.93692
H 5.66013 -10.45850 -5.02462
H 8.29546 -8.80231 -5.43378
C 10.56486 -10.05964 -7.84302
O 11.48260 -10.73162 -8.30666
N 10.70123 -8.78912 -7.36914
N 9.25046 -10.40859 -7.91640
H 9.92543 -8.18059 -7.16618
H 11.68640 -8.62095 -7.23042
H 8.65358 -9.72228 -7.47712
H 9.09566 -11.34193 -8.25345
C 4.36538 -13.83037 -4.79844
O 4.73040 -14.58382 -5.70870
N 4.65034 -14.03809 -3.50076
N 3.43205 -12.88193 -5.06322
H 5.38567 -14.69719 -3.30690
H 4.34774 -13.39804 -2.75356
H 3.26010 -12.81583 -6.05392
H 3.09443 -12.20787 -4.40232
C 3.04041 -11.55501 -1.64846
O 4.20630 -12.00529 -1.69736
N 2.02183 -12.18574 -2.21803
N 2.78292 -10.30976 -1.18221
H 1.05182 -11.92486 -2.14138
H 2.11389 -13.16741 -2.43911
H 1.83342 -10.09705 -0.94412
H 3.61056 -9.74236 -1.08365
C 3.77705 -4.04823 -5.27184
O 4.41916 -3.66485 -6.25892
N 4.33376 -4.78721 -4.26763
N 2.44424 -3.90889 -5.17628
H 3.65521 -5.18764 -3.64970
H 5.27526 -5.08978 -4.45283
H 2.07846 -4.03427 -4.25131
H 2.06813 -3.39868 -5.95984
C 5.28663 -9.46182 -9.32942
O 4.63191 -10.13166 -10.12606
N 4.90207 -8.22682 -8.89762
N 6.51973 -9.85598 -8.93379
H 5.26484 -7.88009 -8.02366
H 4.04810 -7.94033 -9.34341
H 6.92925 -9.20912 -8.27033
H 6.94994 -10.73874 -9.11364
C -0.12364 -9.75701 -5.58403
O -1.12325 -10.28433 -6.08952
N 0.01841 -8.43180 -5.74428
N 0.83068 -10.41663 -4.88495
H -0.67346 -7.99640 -6.32494
H 0.94644 -8.08521 -5.55582
H 1.60269 -9.89341 -4.51362
H 0.69000 -11.40239 -4.76295
C 9.38455 -2.46170 -5.27064
O 8.52451 -1.77178 -4.75904
N 9.86248 -3.62581 -4.72411
N 9.87067 -2.27562 -6.53804
H 10.61916 -4.14811 -5.12411
H 9.41158 -4.07594 -3.93682
H 9.38308 -1.55899 -7.04738
H 10.58340 -2.90730 -6.83544
C 6.98799 -3.95833 -8.77406
O 7.41084 -3.62113 -9.87585
N 6.83150 -3.16226 -7.68933
N 6.79009 -5.25959 -8.42284
H 6.12982 -3.39996 -6.99674
H 7.15334 -2.22147 -7.84803
H 6.42848 -5.62982 -7.55890
H 6.82017 -6.01841 -9.09007
C 8.30841 -12.09408 -3.93988
O 9.36844 -11.58580 -3.60772
N 7.99313 -12.34624 -5.24737
N 7.42368 -12.69116 -3.10725
H 8.54891 -11.98779 -6.00185
H 7.20772 -12.93995 -5.45346
H 7.71812 -12.64754 -2.14511
H 6.64553 -13.26605 -3.37345
C 3.75156 -6.26617 -0.57638
O 3.70327 -7.49058 -0.74804
N 4.63693 -5.43246 -1.16565
N 2.85322 -5.56537 0.17196
H 5.28625 -5.90954 -1.77276
H 4.59179 -4.44352 -1.03061
H 2.06539 -5.97697 0.63674
H 3.04275 -4.59001 0.28780
C 8.60367 -4.11202 -0.99318
O 8.34918 -2.99315 -0.58916
N 9.60714 -4.35695 -1.88647
N 8.04626 -5.27110 -0.52666
H 10.24602 -3.69053 -2.28017
H 9.92885 -5.30854 -1.96329
H 7.30193 -5.15119 0.13829
H 8.52362 -6.15240 -0.55830
*
```

Output
HOMO-LUMO gap: 7.6 eV
F_max: 3.2 eV/Å
highest occupied orbital energy: -0.3376 hartree
ΔE to the lowest compared entry with this formula, charge and spin: 46.9 kcal per mole

---

Record 4
C3H5O7P | ωB97M-V/def2-TZVPD

ORCA input file:
```
! wB97M-V def2-TZVPD RIJCOSX def2/J DEFGRID3
* xyz -2 1
C 0.62426 1.01989 -0.69954
C -0.95971 -0.78750 0.49965
C -0.24636 0.55592 0.56535
O 3.19550 -1.54048 -0.26065
O 1.51532 0.11004 -1.05295
O 1.25249 2.25400 -0.53765
O 3.36052 1.01472 0.43738
O -0.11975 -1.82054 0.04350
O -0.71948 1.33711 1.40609
O 1.46446 -0.50032 1.34621
P 2.55275 -0.27235 0.24415
H -0.17430 1.33864 -1.54998
H -1.30688 -0.77759 1.62757
H -1.77408 -0.92604 -0.22173
H 0.73197 -1.65294 0.46176
H 2.08726 2.17330 -0.03157
*
```

Output
HOMO-LUMO gap: 7.5 eV
F_max: 3.2 eV/Å
highest occupied orbital energy: -0.0330 hartree
SMILES: O=C(CO)[C@@H](O)OP(=O)([O-])[O-]
ΔE to the lowest compared entry with this formula, charge and spin: 9.7 kcal per mole